ORCA calculation (the ωB97M-V functional and the def2-TZVPD basis) on a molecular structure, C32H46O2PdS2Se.

Summary:
Multiplicity: 3
HOMO-LUMO gap (spin up / spin down): 5.079 / 5.242 eV
Strongest force on any atom: 0.74 eV/Å
Total charge: -2
Energy relative to the best compared isomer or geometry (same formula, charge and spin): 7.45 kcal per mole
E_HOMO (spin up / spin down): -0.80 / -0.97 eV
Energy: -128523.9097 eV

Atoms and positions in Å:
Pd: 0.2302 2.5311 -2.3553
C: -2.0786 -0.8614 4.1854
C: -3.1630 -0.3617 3.2162
C: -4.2748 -1.4112 3.1669
C: -3.7636 0.9343 3.7776
C: -2.5451 -0.1149 1.8402
C: -1.5943 0.8935 1.6624
C: -0.9549 1.0666 0.4546
Se: 0.3602 2.4380 0.2546
C: 1.8921 1.2611 0.2269
C: 2.1885 0.5676 1.3899
C: 3.1895 -0.4002 1.4243
C: 3.8115 -0.6727 0.2018
C: 3.5367 -0.0184 -0.9905
C: 2.6221 1.0998 -0.9924
O: 2.4835 1.8824 -1.9921
C: 4.1998 -0.5731 -2.2708
C: 3.8388 -2.0651 -2.4071
C: 5.7269 -0.4354 -2.1750
C: 3.7489 0.1005 -3.5739
C: 3.5538 -1.1982 2.6781
C: 2.8253 -0.6710 3.9155
C: 3.1674 -2.6751 2.4928
C: 5.0638 -1.1109 2.9452
C: -1.1721 0.2232 -0.6897
O: -0.4758 0.3521 -1.7490
C: -2.2114 -0.7566 -0.5244
C: -2.8175 -0.9024 0.7232
C: -2.6557 -1.7170 -1.6473
C: -2.1591 -3.1359 -1.3197
C: -2.1382 -1.3465 -3.0449
C: -4.1940 -1.7389 -1.7428
H: -2.4928 -1.0453 5.1870
H: -1.6396 -1.7907 3.8120
H: -1.2735 -0.1269 4.2739
H: -4.7360 -1.5075 4.1565
H: -5.0531 -1.1276 2.4513
H: -3.8865 -2.3933 2.8789
H: -4.2124 0.7557 4.7628
H: -3.0040 1.7116 3.8884
H: -4.5374 1.3167 3.1056
H: -1.3267 1.5568 2.4820
H: 1.5906 0.7854 2.2685
H: 4.5433 -1.4795 0.1766
H: 4.1999 -2.6559 -1.5612
H: 2.7519 -2.1779 -2.4569
H: 4.2758 -2.4794 -3.3247
H: 6.1250 -0.9557 -1.2982
H: 6.2071 -0.8540 -3.0700
H: 6.0027 0.6206 -2.0963
H: 2.6650 0.0759 -3.6802
H: 4.0470 1.1460 -3.6174
H: 4.2025 -0.4429 -4.4152
H: 1.7428 -0.8038 3.8262
H: 3.1617 -1.2166 4.8043
H: 3.0259 0.3940 4.0665
H: 2.0927 -2.7598 2.3087
H: 3.6872 -3.1084 1.6333
H: 3.4204 -3.2663 3.3839
H: 5.3648 -0.0668 3.0725
H: 5.3311 -1.6668 3.8539
H: 5.6387 -1.5242 2.1121
H: -3.5557 -1.6902 0.8262
H: -1.0660 -3.1422 -1.2614
H: -2.5516 -3.4833 -0.3577
H: -2.4697 -3.8454 -2.0997
H: -1.0545 -1.4119 -3.1065
H: -2.5863 -2.0397 -3.7708
H: -2.4056 -0.3240 -3.3212
H: -4.6684 -2.1299 -0.8393
H: -4.5731 -0.7271 -1.9152
H: -4.5048 -2.3701 -2.5838
C: -2.7400 5.8601 -1.7418
C: -1.8849 4.8390 -2.4717
S: -0.1753 5.0078 -2.2938
C: -2.4652 3.8210 -3.1921
C: -3.9714 3.6909 -3.3146
S: -1.5438 2.5797 -3.9642
H: -2.1319 6.7206 -1.4733
H: -3.1365 5.4308 -0.8132
H: -3.5921 6.2051 -2.3344
H: -4.5003 4.6375 -3.1690
H: -4.3493 2.9800 -2.5705
H: -4.2284 3.2940 -4.2971